(1)
C50H130N17O13P5 | ωB97M-V/def2-TZVPD

Properties
SMILES string   CN(C)P(=O)(N(C)C)N(C)C.CN(C)P(=O)(N(C)C)N(C)C.CN(C)P(=O)(N(C)C)N(C)C.CN(C)P(=O)(N(C)C)N(C)C.CN(C)P(=O)(N(C)C)N(C)C.COC[C@H](C)N.COC[C@H](C)N.O=C1CCCO1.O=C1CCCO1.O=C1CCCO1
HOMO   -8.0 eV
Total charge   0
Total energy   -152351.9858 eV
E_LUMO   0.1668 eV

Atoms and positions in Å:
C1 8.142 1.168 -5.525
N1 7.841 2.077 -4.376
C2 7.858 1.391 -3.069
P1 7.546 3.757 -4.525
O1 7.077 4.237 -5.865
N2 6.470 4.145 -3.293
C3 6.739 4.200 -1.875
C4 5.134 4.483 -3.772
N3 9.044 4.541 -4.081
C5 10.247 3.935 -4.528
C6 8.981 5.994 -4.116
H1 9.197 1.238 -5.792
H2 7.680 1.568 -6.428
H3 7.887 0.140 -5.265
H4 7.871 0.303 -3.139
H5 7.087 1.721 -2.373
H6 8.710 1.704 -2.465
H7 6.474 5.207 -1.553
H8 5.977 3.575 -1.409
H9 7.748 3.832 -1.689
H10 5.306 5.463 -4.219
H11 4.900 3.841 -4.621
H12 4.375 4.498 -2.990
H13 11.091 4.177 -3.881
H14 10.112 2.860 -4.407
H15 10.532 4.219 -5.541
H16 8.654 6.266 -5.119
H17 9.925 6.495 -3.903
H18 8.217 6.336 -3.417
C7 -0.509 -8.119 -4.451
N4 0.441 -7.239 -5.143
C8 1.523 -6.824 -4.252
P2 0.475 -6.925 -6.828
O2 1.555 -5.954 -7.229
N5 0.634 -8.413 -7.584
C9 -0.307 -9.489 -7.491
C10 1.747 -8.496 -8.571
N6 -1.154 -6.338 -7.198
C11 -1.808 -5.454 -6.245
C12 -1.682 -6.298 -8.547
H19 -1.459 -8.053 -4.981
H20 -0.598 -7.883 -3.391
H21 -0.162 -9.152 -4.427
H22 1.922 -7.723 -3.780
H23 1.074 -6.278 -3.422
H24 2.325 -6.222 -4.678
H25 0.241 -10.376 -7.811
H26 -0.643 -9.709 -6.478
H27 -1.104 -9.339 -8.219
H28 1.445 -8.016 -9.502
H29 2.667 -8.076 -8.165
H30 1.923 -9.544 -8.815
H31 -1.387 -5.531 -5.243
H32 -1.820 -4.419 -6.588
H33 -2.823 -5.825 -6.101
H34 -0.855 -6.596 -9.192
H35 -2.011 -5.264 -8.656
H36 -2.527 -6.980 -8.635
C13 -12.720 -2.765 -5.276
N7 -11.435 -2.267 -5.746
C14 -10.326 -2.273 -4.844
P3 -11.410 -1.406 -7.224
O3 -12.440 -1.753 -8.279
N8 -11.655 0.208 -6.660
C15 -10.828 0.806 -5.573
C16 -12.946 0.770 -6.852
N9 -9.765 -1.508 -7.718
C17 -9.172 -0.359 -8.432
C18 -9.152 -2.809 -8.023
H37 -12.457 -3.606 -4.636
H38 -13.294 -3.149 -6.119
H39 -13.265 -2.006 -4.714
H40 -10.668 -2.270 -3.808
H41 -9.737 -1.356 -4.826
H42 -9.744 -3.194 -4.843
H43 -11.030 0.351 -4.603
H44 -9.745 0.768 -5.694
H45 -11.077 1.867 -5.537
H46 -13.724 0.277 -6.270
H47 -12.894 1.841 -6.653
H48 -13.263 0.520 -7.864
H49 -9.577 0.628 -8.207
H50 -8.099 -0.267 -8.263
H51 -9.217 -0.559 -9.503
H52 -9.802 -3.573 -7.596
H53 -8.117 -2.819 -7.681
H54 -9.124 -2.991 -9.098
C19 5.714 7.904 6.476
N10 5.652 7.110 7.675
C20 6.333 7.702 8.850
P4 4.561 5.843 8.004
O4 4.771 5.143 9.303
N11 2.971 6.493 7.777
C21 1.778 5.703 7.572
C22 2.662 7.791 8.376
N12 4.914 4.836 6.592
C23 4.370 5.164 5.294
C24 5.782 3.673 6.747
H55 6.757 8.044 6.189
H56 5.129 8.824 6.491
H57 5.162 7.335 5.728
H58 7.078 8.408 8.482
H59 6.798 6.926 9.458
H60 5.512 8.152 9.408
H61 2.078 4.661 7.458
H62 1.114 5.735 8.436
H63 1.243 5.863 6.636
H64 1.872 8.352 7.878
H65 2.339 7.582 9.396
H66 3.585 8.367 8.439
H67 3.769 6.071 5.370
H68 5.236 5.358 4.661
H69 3.794 4.340 4.873
H70 6.605 3.800 7.449
H71 6.202 3.467 5.762
H72 5.185 2.833 7.103
C25 0.763 -0.533 -0.956
N13 0.489 -0.259 0.454
C26 1.601 -0.289 1.437
P5 -1.045 -0.651 1.077
O5 -1.089 -2.036 1.543
N14 -1.336 0.523 2.306
C27 -2.304 0.146 3.361
C28 -1.124 1.922 2.174
N15 -2.263 -0.220 -0.066
C29 -2.232 1.026 -0.881
C30 -3.601 -0.848 -0.136
H73 1.587 -1.234 -1.087
H74 0.847 0.366 -1.567
H75 -0.086 -1.126 -1.299
H76 2.535 0.211 1.177
H77 1.851 -1.341 1.576
H78 1.082 0.046 2.335
H79 -2.007 0.676 4.266
H80 -3.296 0.476 3.053
H81 -2.169 -0.919 3.549
H82 -1.954 2.366 1.625
H83 -1.233 2.383 3.155
H84 -0.176 2.177 1.699
H85 -3.090 1.659 -0.655
H86 -1.313 1.548 -0.612
H87 -2.199 0.704 -1.921
H88 -4.072 -0.912 0.845
H89 -3.463 -1.876 -0.471
H90 -4.263 -0.307 -0.811
C31 7.952 -5.982 0.214
O6 8.010 -4.872 1.103
C32 7.056 -4.970 2.151
C33 7.546 -3.997 3.259
C34 6.723 -3.934 4.569
N16 7.411 -2.644 2.697
H91 8.483 -6.803 0.696
H92 8.552 -5.776 -0.673
H93 6.969 -6.291 -0.141
H94 6.068 -4.833 1.711
H95 7.067 -5.957 2.612
H96 8.592 -4.156 3.522
H97 6.790 -4.941 4.980
H98 5.723 -3.563 4.343
H99 7.086 -3.298 5.377
H100 7.838 -2.685 1.783
H101 7.950 -1.951 3.197
C35 0.036 -9.434 9.119
O7 0.707 -8.309 8.525
C36 0.897 -8.283 7.025
C37 1.293 -6.906 6.595
C38 0.151 -5.919 6.849
N17 1.549 -6.898 5.154
H102 -0.764 -9.777 8.464
H103 -0.470 -9.154 10.042
H104 0.699 -10.234 9.450
H105 1.691 -8.996 6.804
H106 0.032 -8.594 6.439
H107 2.132 -6.551 7.193
H108 -0.812 -5.981 6.341
H109 0.522 -4.910 6.672
H110 -0.159 -6.027 7.888
H111 2.353 -6.295 5.060
H112 0.825 -6.317 4.755
O8 -6.428 5.240 -3.696
C39 -5.549 5.219 -4.542
C40 -4.627 6.301 -5.049
C41 -4.050 5.837 -6.339
C42 -4.422 4.319 -6.378
O9 -5.420 4.169 -5.384
H113 -5.179 7.219 -5.252
H114 -3.831 6.532 -4.342
H115 -4.509 6.347 -7.186
H116 -2.963 5.895 -6.392
H117 -4.900 4.068 -7.325
H118 -3.494 3.809 -6.120
O10 -3.171 3.168 11.470
C43 -3.027 1.962 11.545
C44 -3.975 0.921 12.115
C45 -3.611 -0.352 11.264
C46 -2.186 -0.040 10.720
O11 -2.084 1.410 10.800
H119 -3.817 0.832 13.190
H120 -5.034 1.172 12.063
H121 -3.561 -1.255 11.873
H122 -4.323 -0.580 10.471
H123 -1.397 -0.594 11.227
H124 -2.062 -0.470 9.726
O12 -2.314 6.893 0.222
C47 -2.900 7.398 1.159
C48 -4.357 7.310 1.407
C49 -4.571 8.344 2.534
C50 -3.339 8.088 3.379
O13 -2.327 7.837 2.330
H125 -4.814 7.494 0.435
H126 -4.574 6.251 1.551
H127 -4.555 9.349 2.112
H128 -5.510 8.124 3.042
H129 -2.922 8.806 4.086
H130 -3.364 7.112 3.864

***

(2)
C50H131N9O16 | ωB97M-V/def2-TZVPD

Properties
HOMO   -6.7 eV
Total charge   0
Total energy   -100121.0637 eV
E_LUMO   0.4857 eV

Atoms and positions in Å:
C1 14.578 6.532 16.566
C2 15.853 7.194 17.015
O1 16.094 8.309 16.091
H1 14.099 5.929 17.343
H2 14.793 5.890 15.710
H3 13.798 7.225 16.251
H4 16.764 6.608 16.895
H5 15.803 7.786 17.931
H6 16.803 8.041 15.498
C3 18.987 7.625 18.270
C4 20.088 8.652 18.221
O2 20.021 9.361 16.964
H7 18.982 6.930 17.428
H8 17.999 8.055 18.427
H9 19.087 6.909 19.094
H10 21.087 8.211 18.180
H11 20.120 9.367 19.046
H12 19.078 9.559 16.867
C5 13.205 13.787 15.915
O3 14.502 13.559 15.460
C6 14.982 12.213 15.593
C7 15.967 11.838 14.524
N1 17.323 11.776 15.133
C8 18.289 11.459 14.086
C9 19.725 11.681 14.569
O4 20.391 12.885 14.302
C10 21.784 12.894 14.589
H13 12.820 14.691 15.439
H14 13.077 13.778 16.999
H15 12.542 13.047 15.437
H16 14.068 11.614 15.464
H17 15.246 11.881 16.600
H18 16.027 12.597 13.738
H19 15.768 10.852 14.105
H20 17.495 12.726 15.455
H21 18.153 12.112 13.214
H22 18.304 10.398 13.840
H23 20.369 10.839 14.284
H24 19.627 11.636 15.665
H25 21.927 12.480 15.588
H26 22.145 13.910 14.486
H27 22.313 12.253 13.881
C11 18.363 2.935 12.775
O5 17.799 3.743 11.770
C12 18.098 3.201 10.492
C13 17.509 4.135 9.429
N2 18.010 5.510 9.493
C14 19.362 5.675 9.045
C15 19.787 7.154 8.802
O6 19.657 7.812 10.064
C16 19.906 9.201 9.968
H28 19.455 2.957 12.688
H29 17.993 1.904 12.717
H30 18.110 3.254 13.789
H31 17.581 2.249 10.330
H32 19.155 3.097 10.237
H33 16.419 4.173 9.405
H34 17.754 3.700 8.455
H35 18.034 5.818 10.458
H36 19.494 5.227 8.056
H37 20.087 5.326 9.794
H38 19.125 7.662 8.096
H39 20.843 7.176 8.518
H40 20.900 9.390 9.550
H41 20.029 9.690 10.940
H42 19.104 9.766 9.489
C17 9.128 -1.280 14.749
O7 9.945 -0.129 14.656
C18 10.785 -0.038 13.504
C19 11.743 1.096 13.854
N3 12.670 1.293 12.725
C20 13.989 1.712 13.150
C21 14.008 3.149 13.715
O8 13.594 4.009 12.676
C22 13.396 5.379 13.017
H43 8.430 -1.276 13.901
H44 8.539 -1.031 15.632
H45 9.656 -2.236 14.739
H46 10.262 0.183 12.569
H47 11.336 -0.966 13.330
H48 12.238 0.945 14.811
H49 11.134 1.993 14.014
H50 12.294 1.934 12.041
H51 14.724 1.631 12.347
H52 14.310 1.044 13.952
H53 15.023 3.468 13.990
H54 13.405 3.196 14.628
H55 13.300 5.774 12.008
H56 14.228 5.799 13.587
H57 12.517 5.637 13.616
C23 23.509 6.613 10.205
O9 23.682 6.874 8.844
C24 23.754 5.670 8.064
C25 23.783 6.020 6.578
N4 25.144 5.938 6.058
C26 25.337 6.508 4.727
C27 25.385 8.056 4.694
O10 24.108 8.632 4.995
C28 24.090 10.041 4.942
H58 24.336 6.130 10.739
H59 22.561 6.126 10.450
H60 23.474 7.539 10.788
H61 22.879 5.070 8.324
H62 24.717 5.227 8.338
H63 23.381 7.033 6.484
H64 23.074 5.321 6.128
H65 25.679 6.383 6.797
H66 24.529 6.080 4.132
H67 26.248 6.064 4.326
H68 25.543 8.439 3.679
H69 26.196 8.420 5.331
H70 25.043 10.430 5.323
H71 23.432 10.386 5.743
H72 23.833 10.367 3.935
C29 23.360 9.274 16.503
O11 24.099 10.192 15.742
C30 24.500 11.303 16.540
C31 25.450 12.192 15.759
N5 24.752 12.851 14.629
C32 25.723 13.481 13.715
C33 25.082 14.561 12.858
O12 25.941 15.661 12.616
C34 25.379 16.645 11.813
H73 23.847 8.819 17.372
H74 22.931 8.437 15.951
H75 22.456 9.710 16.947
H76 24.888 11.097 17.543
H77 23.599 11.867 16.808
H78 26.340 11.611 15.485
H79 25.834 12.938 16.462
H80 24.485 11.984 14.159
H81 26.330 12.862 13.041
H82 26.465 13.826 14.442
H83 24.265 15.020 13.438
H84 24.543 14.237 11.961
H85 25.243 16.377 10.765
H86 25.840 17.630 11.934
H87 24.409 17.021 12.186
C35 21.718 7.098 14.747
C36 20.455 6.698 13.969
C37 19.411 7.850 13.982
O13 18.065 7.388 14.066
C38 17.678 6.801 12.802
N6 20.848 6.384 12.585
H88 21.501 7.426 15.765
H89 22.209 7.968 14.299
H90 22.365 6.226 14.683
H91 20.020 5.852 14.504
H92 19.531 8.591 13.182
H93 19.607 8.489 14.851
H94 18.094 5.792 12.835
H95 18.067 7.428 12.003
H96 16.605 6.616 12.810
H97 20.024 5.979 12.158
H98 21.012 7.292 12.167
C39 22.456 9.159 12.381
C40 23.947 8.948 12.069
C41 24.158 9.187 10.570
O14 23.235 8.363 9.888
C42 23.337 8.460 8.478
N7 24.617 9.939 12.874
H99 22.266 9.039 13.453
H100 21.837 8.340 12.002
H101 22.061 10.104 12.010
H102 24.040 7.880 12.304
H103 25.206 9.045 10.272
H104 23.980 10.231 10.280
H105 22.696 7.699 8.034
H106 24.367 8.353 8.133
H107 22.927 9.410 8.119
H108 25.617 9.825 13.007
H109 24.263 9.986 13.823
C43 24.138 3.755 14.489
C44 25.093 4.170 13.382
C45 26.542 3.711 13.487
O15 26.581 2.295 13.702
C46 27.878 1.783 13.529
N8 24.474 3.729 12.112
H110 23.198 4.292 14.377
H111 24.547 4.356 15.316
H112 24.019 2.709 14.745
H113 25.233 5.255 13.356
H114 27.140 4.316 14.178
H115 27.053 3.842 12.525
H116 28.191 1.941 12.486
H117 27.890 0.708 13.687
H118 28.643 2.294 14.122
H119 24.649 2.729 12.066
H120 24.905 4.135 11.289
C47 17.470 4.600 18.985
C48 18.221 3.573 18.120
C49 19.647 3.950 17.799
O16 20.062 3.265 16.641
C50 21.415 3.292 16.299
N9 18.144 2.237 18.714
H121 16.545 4.170 19.359
H122 17.201 5.436 18.333
H123 18.115 5.047 19.742
H124 17.660 3.431 17.187
H125 20.194 3.614 18.691
H126 19.831 5.021 17.665
H127 21.780 4.305 16.122
H128 21.513 2.644 15.424
H129 21.988 2.664 16.996
H130 17.277 1.877 19.075
H131 18.518 1.563 18.059

***

Summary of Kohn-Sham gap in eV
8.210; 7.151
(order as listed above)